Entry 1:
Entry from the OMol25 dataset: a molecular structure, C32H29ClN6O6S4SiSn at a distorted geometry (ωB97M-V/def2-TZVPD).

Cartesian coordinates (Å):
S -5.50793 3.15709 0.12922
C 1.63057 -2.02761 0.46512
H 4.34027 -3.05281 1.91662
H 1.02887 -2.89321 5.09772
C 3.63407 -3.87591 1.86412
S -0.32713 -3.41181 -5.68038
H 4.28007 -3.02351 -1.26218
H 4.20467 -4.80121 1.83312
H -0.31393 -5.80721 -6.08118
C -0.35833 -1.00341 7.56142
C 0.36807 -2.22231 5.62082
C -0.48193 4.71269 -2.63988
H 1.37037 -2.29481 7.49852
H -0.58363 -1.99321 -1.47748
N 2.44927 1.90939 0.46262
C -0.50903 3.41349 -3.15618
H -2.09643 0.20419 7.26132
C -0.24763 7.93339 0.86782
C -0.54113 2.34139 -2.23308
C -0.53023 4.90749 -1.27018
H -0.70673 -6.26751 -3.53168
O 0.38717 1.98949 2.30662
O -3.57023 -3.76841 0.80602
C -0.56133 0.76659 -4.11228
Si 2.45487 -3.66671 0.35832
O 0.72587 4.18709 2.54092
H 4.10697 -4.76901 -1.25878
Cl -2.77613 -2.87951 0.02492
O -3.39253 -2.67201 -1.24468
C -0.57503 -0.56281 -4.54368
C -0.49713 6.21409 -0.66368
C 1.21257 -5.11671 0.37702
H 0.40377 -4.87491 1.05862
H 1.63017 1.76859 -0.14158
N -0.56913 -0.00331 -1.82678
C 0.98577 -0.99641 0.61392
H -0.04573 8.38139 1.82652
S -1.15123 -2.22891 3.35242
C 1.00587 3.06419 2.11032
H -0.68103 3.85589 0.61832
C -0.60193 3.75969 -0.44958
H -0.47353 3.98229 -5.23358
C -0.62423 -5.28851 -3.96788
Sn -0.93673 0.38339 0.95672
S -0.84293 7.64629 -1.60968
H -0.66653 9.71629 -0.34828
O -1.49023 -3.45621 -0.19338
N 2.19687 2.98339 1.35082
C -0.70453 -4.09131 -3.22968
C -0.50053 3.14079 -4.55388
C -1.37483 -0.47671 6.83082
H -0.56923 -0.77731 -5.60618
H -0.42173 5.56039 -3.31208
H -0.24023 -0.74631 8.59992
C -0.19443 6.54499 0.62822
H 2.46117 3.87239 0.94362
H -2.29363 -0.40871 4.98812
C 3.55507 -3.83131 -1.21608
H 0.08827 5.81979 1.37482
C -0.57203 -2.97421 -4.00618
H 2.94507 -3.76941 -2.11308
C -0.57273 8.65219 -0.23788
C -0.58613 -1.23591 -2.24398
O -2.64553 -1.63531 0.70852
C -0.55703 0.99799 -2.71588
H 0.75617 -5.23541 -0.60058
N -0.57143 2.54429 -0.90988
C -0.74043 -1.72301 4.87012
N -1.54033 -0.80971 5.53552
C -4.13083 2.38649 0.42132
H 1.63987 -6.07361 0.67552
H 2.48267 1.06089 1.02972
C -0.53483 1.86889 -5.01458
C -0.41663 -5.08531 -5.29478
C 0.54917 -1.89171 6.92362
H -0.88563 -4.05091 -2.17058
H 3.06387 -3.86861 2.78782
C -0.58633 -1.58931 -3.61458
H -0.53703 1.66329 -6.07788
N -3.12173 1.84199 0.64632

Summary:
HOMO level	-2.471	eV
molecular weight	904.14	g mol⁻¹
total charge	-2
strongest force on any atom	1.69	eV/A
DFT total energy	-124448.3029	eV
gap between HOMO and LUMO	0.22120	Eh

Löwdin population analysis, charges in e, atoms 1 to 4: number 1, S, carries 0.35; number 2, C, carries -0.25; number 3, H, carries 0.01; number 4, H, carries 0.10

=====

Entry 2:
Entry from the OMol25 dataset: 2 unconnected molecules or ions with the total composition CBr2N2O at a distorted geometry (ωB97M-V/def2-TZVPD).

Cartesian coordinates (Å):
C -1.57970 -0.44496 -0.34735
Br -2.68008 -1.31992 0.70977
N -0.90559 0.17926 -1.06936
O 2.08299 1.69422 0.24239
Br 1.71376 -0.96384 0.57870
N 1.36862 0.85524 -0.11415

Summary:
SMILES	N#CBr.O=NBr
HOMO level	-9.923	eV
molecular weight	215.83	g mol⁻¹
strongest force on any atom	3.09	eV/A
DFT total energy	-146145.9393	eV
gap between HOMO and LUMO	0.33289	Eh

natural (NBO) population analysis, charges in e, atoms 1 to 4: number 1, C, carries 0.07; number 2, Br, carries 0.24; number 3, N, carries -0.31; number 4, O, carries -0.17

=====

Entry 3:
Entry from the OMol25 dataset: C8H14Si in the gas phase at a distorted geometry (ωB97M-V/def2-TZVPD).

Cartesian coordinates (Å):
H 3.14454 -2.53635 -0.01068
H -1.19028 2.48959 -0.95460
C -0.78422 -0.74860 1.69661
H -2.79915 1.68863 -0.86216
Si -0.88686 0.16741 -0.08322
C 0.83106 0.50157 -0.74793
C -1.79490 1.75118 -0.39501
H 1.22881 -1.58262 -1.06092
C 2.89230 -1.53654 0.23913
C -1.79285 -1.15189 -1.08015
C 1.81036 -0.93651 -0.39904
H -2.87879 -0.97016 -0.82742
H 2.26534 3.07731 1.35224
H 0.17531 -1.15860 1.79364
H 0.92613 0.43755 -1.89737
C 1.47981 1.56671 -0.04829
H -1.46945 -1.50441 1.59258
H -1.07784 -0.12739 2.64049
C 1.81937 2.44535 0.66308
H -1.70986 -2.26503 -0.88106
H -2.03152 2.31126 0.48086
H -1.61390 -1.08453 -2.07456
H 3.45660 -0.83394 0.86382

Summary:
SMILES	C#C[C@@H](C=C)[Si](C)(C)C
HOMO level	-9.381	eV
molecular weight	138.29	g mol⁻¹
strongest force on any atom	5.58	eV/A
DFT total energy	-16396.6072	eV
gap between HOMO and LUMO	0.37814	Eh

natural (NBO) population analysis, charges in e, atoms 1 to 4: number 1, H, carries 0.22; number 2, H, carries 0.25; number 3, C, carries -1.03; number 4, H, carries 0.25

=====

Entry 4:
Entry from the OMol25 dataset: C7H8N4OS in the gas phase at a distorted geometry (ωB97M-V/def2-TZVPD).

Cartesian coordinates (Å):
C 0.34613 0.93137 0.48916
H 0.10534 -0.97865 -3.27494
H -1.91691 0.12262 -3.25764
H -0.01663 1.53627 3.79955
H -0.62800 2.49062 1.57346
C 1.07269 -0.26017 0.60574
H 1.38119 -0.57004 3.88208
C -1.21713 -1.02970 -1.72720
C 1.05258 -0.10707 2.89802
N 1.22470 -1.35138 -1.70830
O 0.07995 1.43419 -0.75168
C 0.28907 1.06154 2.87541
H -0.43042 2.25523 -0.62918
N 0.03801 -0.90853 -2.23455
C -0.05595 1.59604 1.65482
H 2.54686 -1.53021 -0.26656
S -1.65419 -1.66822 -0.26439
C 1.60252 -1.06423 -0.52158
H -3.11203 -0.61191 -2.29531
N 1.44146 -0.72906 1.79610
N -2.14926 -0.61870 -2.64301

Summary:
SMILES	NC(=S)N/N=C\c1ncccc1O
HOMO level	-8.248	eV
molecular weight	196.24	g mol⁻¹
strongest force on any atom	1.60	eV/A
DFT total energy	-26230.6980	eV
gap between HOMO and LUMO	0.31701	Eh

natural (NBO) population analysis, charges in e, atoms 1 to 4: number 1, C, carries 0.31; number 2, H, carries 0.39; number 3, H, carries 0.38; number 4, H, carries 0.22

=====

Entry 5:
Entry from the OMol25 dataset: a gas-phase ion, C3H3O3S (charge -1) at a distorted geometry (ωB97M-V/def2-TZVPD).

Cartesian coordinates (Å):
O -1.31392 1.13816 1.46935
H -0.93406 1.84135 -1.32047
H -0.75781 0.26256 -2.48899
C -0.26696 0.29340 0.83452
O 0.61991 -0.15211 1.58098
H -0.58223 -1.20036 -0.53906
C -0.42236 -0.07744 -0.55039
C -0.70133 0.79909 -1.56802
S 1.87369 -1.00403 0.79035
O 2.48507 -1.90062 1.79173

Summary:
SMILES	C=CC(=O)OS[O-]
HOMO level (spin up / spin down)	-2.470 / -2.471	eV
molecular weight	119.12	g mol⁻¹
total charge	-1
strongest force on any atom	10.40	eV/A
DFT total energy	-20134.9079	eV
gap between HOMO and LUMO (spin up / spin down)	0.22944 / 0.22947	Eh

natural (NBO) population analysis, charges in e, atoms 1 to 4: number 1, O, carries -0.78; number 2, H, carries 0.23; number 3, H, carries 0.19; number 4, C, carries 0.71